(1)
Computed, not measured: the ion C2H5O4 with charge +1, with the ωB97M-V functional and the def2-TZVPD basis.

Properties
Charge ... +1
ΔE to the lowest compared entry with this formula, charge and spin ... 1.2336 eV
Orbital gap (alpha / beta) ... 6.813 / 6.823 eV
Calculated total energy ... -379.541088 Ha
HOMO (alpha / beta) ... -16.15 / -16.15 eV

XYZ file:
```
11
C2H5O4 | OMol25 | the ωB97M-V functional and the def2-TZVPD basis
C 1.056 0.579 -0.430
C 0.119 -0.118 0.543
O -3.042 0.072 -1.162
O 0.278 -1.418 0.791
O -1.190 0.241 -0.020
O -2.189 -0.513 -0.584
H 0.995 0.130 -1.447
H 1.991 0.485 -0.040
H 0.865 1.709 -0.512
H 0.076 0.507 1.526
H 1.041 -1.674 1.335
```

(2)
Computed, not measured: an isolated molecule of CH2N2O4, with the ωB97M-V functional and the def2-TZVPD basis.

Properties
ΔE to the lowest compared entry with this formula, charge and spin ... 1.6857 eV
Orbital gap ... 11.409 eV
Calculated total energy ... -449.626674 Ha
HOMO ... -11.30 eV
SMILES string ... NC(=O)O[N+](=O)[O-]

XYZ file:
```
9
CH2N2O4 | OMol25 | the ωB97M-V functional and the def2-TZVPD basis
C 0.704 0.658 0.179
N 1.771 -0.070 -0.183
N -1.843 -0.375 0.111
O -0.421 -0.437 0.272
O 0.465 1.782 0.368
O -2.351 0.643 -0.276
O -2.426 -1.447 0.220
H 2.735 0.313 -0.478
H 1.367 -1.068 -0.213
```

(3)
Computed, not measured: an isolated molecule of C6H12, with the ωB97M-V functional and the def2-TZVPD basis.

Properties
ΔE to the lowest compared entry with this formula, charge and spin ... 4.3037 eV
Orbital gap ... 8.359 eV
Calculated total energy ... -235.660066 Ha
HOMO ... -8.55 eV

XYZ file:
```
18
C6H12 | OMol25 | the ωB97M-V functional and the def2-TZVPD basis
C -1.531 0.605 -0.165
C -0.379 -0.188 0.454
C -0.587 -1.738 0.314
C -0.384 -1.993 -1.132
C 0.993 0.201 -0.123
C 1.391 1.654 0.103
H -1.440 1.671 0.068
H -1.555 0.483 -1.252
H -2.494 0.261 0.230
H -0.366 0.009 1.535
H 0.093 -2.242 1.019
H -1.625 -1.945 0.602
H 0.986 -0.006 -1.206
H 0.644 -2.402 -1.245
H 1.755 -0.458 0.315
H 0.723 2.342 -0.425
H 1.366 1.910 1.169
H 2.408 1.836 -0.260
```

(4)
Computed, not measured: an isolated molecule of C5H14N2S, with the ωB97M-V functional and the def2-TZVPD basis.

Properties
ΔE to the lowest compared entry with this formula, charge and spin ... 0.4209 eV
Orbital gap ... 9.447 eV
Calculated total energy ... -706.574654 Ha
HOMO ... -8.57 eV
SMILES string ... CNC[C@@H](CS)NC

XYZ file:
```
22
C5H14N2S | OMol25 | the ωB97M-V functional and the def2-TZVPD basis
C -1.215 -2.256 -1.139
N -0.038 -1.443 -0.947
C -0.204 -0.217 -0.197
C -0.945 0.884 -0.975
S -1.866 1.994 0.149
C 1.184 0.260 0.207
N 1.681 -0.495 1.337
C 3.139 -0.546 1.398
H -1.604 -2.622 -0.191
H -0.993 -3.121 -1.763
H -2.037 -1.745 -1.645
H 0.515 -1.314 -1.780
H -0.731 -0.418 0.735
H -1.670 0.434 -1.640
H -0.296 1.531 -1.567
H -3.061 1.785 -0.416
H 1.190 1.317 0.486
H 1.835 0.204 -0.689
H 1.303 -1.434 1.245
H 3.422 -1.118 2.278
H 3.599 -0.960 0.485
H 3.506 0.472 1.546
```

(5)
Computed, not measured: a structure of composition C39H64Cl2N2O3S4SbYb, with the ωB97M-V functional and the def2-TZVPD basis.

Properties
Multiplicity ... 2
Charge ... -2
Orbital gap ... 5.630 eV
Calculated total energy ... -5772.066972 Ha
HOMO ... -1.86 eV

XYZ file:
```
116
C39H64Cl2N2O3S4SbYb | OMol25 | the ωB97M-V functional and the def2-TZVPD basis
Yb -0.957 1.374 0.519
C -1.536 4.652 -1.451
N -0.385 4.146 -0.715
C -0.100 5.070 0.380
C 0.791 4.067 -1.577
C 1.716 2.933 -1.145
N 1.078 1.618 -1.206
C 2.103 0.600 -0.915
C 2.451 0.421 0.535
C 3.644 0.873 1.060
C 4.000 0.565 2.366
C 3.197 -0.358 3.025
C 2.016 -0.871 2.519
C 1.508 -0.315 1.313
O 0.287 -0.445 0.881
C 1.285 -1.927 3.338
C 2.288 -2.935 3.934
C 0.530 -1.213 4.465
C 0.317 -2.743 2.479
C 5.165 1.192 3.113
C 4.600 1.943 4.326
C 6.147 0.112 3.592
C 5.946 2.196 2.261
C 0.521 1.366 -2.550
C 0.067 -0.052 -2.751
C 0.790 -0.863 -3.601
C 0.431 -2.182 -3.823
C -0.708 -2.632 -3.166
C -1.470 -1.861 -2.303
C -1.079 -0.510 -2.041
O -1.698 0.314 -1.255
C -2.725 -2.479 -1.687
C -2.868 -2.066 -0.223
C -2.722 -4.016 -1.728
C -3.957 -1.991 -2.466
C 1.305 -3.061 -4.706
C 0.774 -4.490 -4.832
C 2.716 -3.130 -4.102
C 1.398 -2.467 -6.119
H -1.332 5.640 -1.902
H -1.822 3.949 -2.237
H -2.373 4.753 -0.758
H 0.135 6.074 -0.011
H -0.965 5.161 1.034
H 0.741 4.706 0.970
H 0.471 3.908 -2.610
H 1.359 5.014 -1.553
H 2.616 2.952 -1.792
H 2.037 3.096 -0.111
H 1.697 -0.357 -1.255
H 3.013 0.819 -1.505
H 4.281 1.482 0.430
H 3.513 -0.679 4.006
H 2.885 -2.501 4.731
H 1.755 -3.791 4.348
H 2.965 -3.292 3.159
H 1.233 -0.726 5.137
H -0.117 -0.434 4.064
H -0.077 -1.909 5.044
H 0.863 -3.273 1.699
H -0.212 -3.477 3.091
H -0.396 -2.090 1.989
H 4.123 1.257 5.020
H 5.392 2.473 4.854
H 3.848 2.658 4.004
H 5.653 -0.607 4.240
H 6.567 -0.428 2.745
H 6.960 0.572 4.152
H 5.293 2.993 1.918
H 6.741 2.640 2.860
H 6.401 1.711 1.400
H -0.346 2.020 -2.691
H 1.278 1.609 -3.320
H 1.662 -0.440 -4.088
H -1.012 -3.650 -3.333
H -1.909 -2.165 0.277
H -3.193 -1.032 -0.163
H -3.600 -2.692 0.286
H -1.826 -4.420 -1.260
H -3.587 -4.389 -1.179
H -2.797 -4.397 -2.746
H -4.001 -0.907 -2.430
H -3.913 -2.309 -3.510
H -4.868 -2.394 -2.019
H 0.737 -4.975 -3.860
H -0.222 -4.497 -5.269
H 1.435 -5.071 -5.476
H 2.673 -3.526 -3.090
H 3.358 -3.778 -4.701
H 3.171 -2.145 -4.055
H 0.413 -2.432 -6.577
H 1.792 -1.455 -6.092
H 2.053 -3.075 -6.744
S -1.477 5.348 3.955
Sb -1.513 3.172 3.245
S 0.583 2.446 2.357
S -2.805 3.079 1.214
S -2.348 1.796 4.901
Cl -4.463 -1.821 3.213
C -2.865 -1.143 3.502
Cl -2.408 -0.064 2.178
H -2.166 -1.977 3.545
H -2.883 -0.531 4.416
C -6.309 1.296 -1.237
C -6.738 1.018 0.214
C -5.417 1.124 0.998
O -4.394 0.890 0.050
C -4.805 1.594 -1.095
H -6.836 2.144 -1.674
H -6.473 0.419 -1.865
H -7.161 0.018 0.316
H -7.470 1.740 0.571
H -5.323 0.382 1.788
H -5.301 2.130 1.424
H -4.192 1.260 -1.934
H -4.653 2.674 -0.941
```

(6)
Computed, not measured: an isolated molecule of C3H7NO, with the ωB97M-V functional and the def2-TZVPD basis.

Properties
ΔE to the lowest compared entry with this formula, charge and spin ... 1.3234 eV
Orbital gap ... 10.558 eV
Calculated total energy ... -248.477859 Ha
HOMO ... -9.62 eV
SMILES string ... CCNC=O

XYZ file:
```
12
C3H7NO | OMol25 | the ωB97M-V functional and the def2-TZVPD basis
C 1.601 -0.399 -0.104
C 0.383 0.488 0.157
C -2.115 0.226 -0.163
H 1.431 -1.088 -0.954
H 2.558 0.215 -0.401
H 1.991 -1.068 0.786
H 0.417 1.393 -0.520
H 0.389 0.898 1.266
H -0.634 -1.327 0.294
H -2.074 1.345 -0.370
N -0.821 -0.279 -0.049
O -3.127 -0.405 0.058
```

Question: calculated total energy of number 1 (C2H5O4)?
Answer: -379.541088 Ha

Question: What is the calculated total energy in the sixth record?
Answer: -248.477859 Ha